[1]
Density functional theory data (ωB97M-V/def2-TZVPD) for a 8-piece molecular cluster, C29H81ClN6O12 overall in a non-equilibrium geometry.

As for the charge: +4.

```
129
Properties=species:S:1:pos:R:3:forces:R:3:mulliken_charge:R:1
Cl 0.12282 0.82243 0.05567 -1.14 -0.10 -0.51 0.789
O 0.65147 1.83736 -0.83309 0.28 0.19 0.51 -0.557
O -1.17463 1.21515 0.55996 -0.18 0.60 0.35 -0.447
O -0.14374 -0.34057 -0.78265 0.87 -0.71 0.28 -0.350
O 1.00150 0.55968 1.17214 -0.06 -0.10 -0.95 -0.147
C -0.28508 -2.72512 4.20470 -0.87 -0.24 -0.09 -1.231
C -1.63716 -2.92809 3.48984 -1.09 0.14 -0.02 0.073
C -1.61990 -2.65215 1.96492 0.00 -0.14 0.82 -0.150
O -2.89929 -2.81054 1.34850 0.68 -0.03 0.58 -0.473
C -2.89885 -2.25850 0.02588 0.07 -0.06 0.64 -0.077
N -2.30092 -4.28709 3.83762 0.98 0.24 -1.06 -0.187
H -3.26462 -4.31473 3.51444 -0.31 0.18 0.36 0.329
H -1.86107 -5.06872 3.35890 0.43 -0.18 0.02 0.361
H -2.18696 -4.43048 4.83369 -0.37 -0.20 0.39 0.383
H -0.42381 -2.65382 5.28709 0.03 0.19 -0.14 0.462
H 0.10452 -1.78506 3.82973 0.32 0.12 0.20 0.122
H 0.46552 -3.49921 4.05948 -0.04 -0.09 -0.36 0.412
H -2.41740 -2.27244 3.92298 0.63 0.12 -0.17 0.179
H -0.87222 -3.29966 1.47823 -0.08 0.25 -0.02 0.411
H -1.30386 -1.59928 1.92921 0.18 -0.19 -0.34 0.019
H -1.93561 -2.44935 -0.45972 -0.23 -0.14 -0.16 0.053
H -3.00826 -1.16816 0.08355 -0.04 -0.10 -0.11 -0.193
H -3.74055 -2.72991 -0.47637 0.12 0.15 -0.24 0.432
C -2.59632 0.49984 -3.25172 -0.58 0.14 -0.21 -1.057
C -2.17525 1.94393 -3.06719 0.53 0.28 0.36 0.213
C -0.82441 2.24801 -3.73641 -0.29 0.29 -0.32 -0.705
O -1.03714 2.24606 -5.12857 -0.44 -0.17 0.13 -0.402
C 0.10734 2.58666 -5.93218 -0.71 -0.05 0.42 -0.673
N -3.23884 2.88408 -3.63501 0.90 -0.53 -0.18 -0.065
H -4.15490 2.59955 -3.31282 -0.37 0.11 0.00 0.332
H -3.04798 3.84725 -3.36883 -0.11 0.18 -0.02 0.365
H -3.18862 2.81599 -4.65860 -0.03 0.08 -0.04 0.397
H -1.80016 -0.10479 -2.81386 -0.13 -0.14 -0.23 -0.075
H -2.79180 0.28630 -4.31214 0.49 -0.11 0.19 0.424
H -3.53648 0.24629 -2.74636 0.19 0.20 0.20 0.466
H -2.06549 2.20182 -2.00768 -0.15 -0.15 -0.09 0.143
H -0.13940 1.45459 -3.43283 0.15 0.00 0.13 0.191
H -0.40225 3.20827 -3.39659 -0.15 -0.14 0.00 0.635
H 0.96201 2.00882 -5.56623 0.11 0.21 -0.28 0.203
H 0.26516 3.66699 -5.85954 0.32 -0.18 -0.11 0.312
H -0.17989 2.30655 -6.94687 0.33 0.11 0.10 0.277
C -0.34960 -2.49649 -3.84820 0.44 -0.39 -0.34 -1.327
C 0.26721 -3.80706 -4.37017 -0.17 0.03 -0.18 0.322
C -0.46830 -5.09409 -3.94972 0.44 0.63 -0.05 -0.885
O -1.84398 -4.94219 -4.13099 0.14 -0.32 0.12 -0.319
C -2.52460 -5.95968 -3.35942 0.15 -0.13 -0.81 -0.714
N 0.29067 -3.78756 -5.90390 -0.39 0.08 -0.49 -0.292
H -0.64420 -3.65591 -6.29564 -0.34 -0.08 0.24 0.355
H 0.84451 -3.04639 -6.33511 0.25 0.10 0.31 0.346
H 0.61570 -4.67016 -6.30727 0.15 -0.10 0.19 0.381
H -0.27192 -2.45890 -2.75893 -0.23 -0.16 -0.07 0.144
H -1.38676 -2.43835 -4.17514 -0.06 0.03 0.24 0.547
H 0.18674 -1.60980 -4.20271 0.03 -0.17 -0.14 0.479
H 1.31692 -3.91020 -4.09258 -0.03 0.02 0.04 0.194
H -0.22818 -5.25644 -2.88583 0.05 -0.10 -0.22 0.442
H -0.06372 -5.93699 -4.54654 -0.13 0.07 0.38 0.479
H -2.32971 -5.75235 -2.30349 -0.49 -0.13 -0.01 0.260
H -2.14091 -6.95246 -3.61949 0.16 0.10 0.12 0.348
H -3.56403 -5.97194 -3.68564 0.01 0.35 0.48 0.276
C 3.25770 -2.21207 -1.69328 0.28 0.85 -0.38 -1.236
N 4.21226 -1.02567 -1.64234 0.04 -0.60 -0.71 0.598
C 3.52878 0.23468 -2.16507 0.04 -0.37 0.48 -0.921
C 4.60060 -0.82212 -0.19661 -0.03 -0.34 0.00 -1.321
C 5.38243 -1.44266 -2.56406 0.26 0.34 0.00 -0.505
C 6.73801 -0.78290 -2.32901 -0.67 0.00 0.80 -0.618
O 6.58237 0.61099 -2.42891 -0.45 0.41 -0.08 -0.539
H 2.36581 -1.91007 -1.13843 0.15 -0.50 0.14 0.276
H 3.81888 -3.08376 -1.36517 -0.37 0.07 0.67 0.448
H 3.00082 -2.43824 -2.73022 -0.02 0.43 -0.06 0.569
H 4.21432 1.06783 -2.03075 0.05 -0.14 -0.22 0.395
H 2.61008 0.42809 -1.60526 0.16 -0.22 0.15 0.282
H 3.26333 0.10263 -3.21171 0.24 -0.10 -0.02 0.328
H 5.09685 0.13901 -0.09342 -0.11 -0.01 0.00 0.454
H 5.25706 -1.61442 0.17306 0.02 0.00 -0.40 0.416
H 3.69457 -0.90204 0.40777 0.02 0.41 -0.06 0.425
H 5.08030 -1.23355 -3.59397 -0.26 0.05 0.21 0.382
H 5.51664 -2.52042 -2.46913 -0.08 0.04 0.14 0.355
H 7.37022 -1.15506 -3.13726 0.31 -0.14 0.27 0.387
H 7.11052 -1.05945 -1.32589 0.18 -0.08 -0.59 0.333
H 7.11860 1.07543 -1.78341 0.34 -0.05 -0.05 0.350
C -4.33160 0.69858 1.78199 -0.61 0.22 -0.18 -1.287
N -5.14526 1.84305 2.35684 -0.12 -0.07 0.45 0.169
C -5.67579 1.39434 3.75084 0.35 0.83 -1.13 -0.933
C -4.26401 3.07767 2.45212 0.24 -0.33 0.71 -0.916
C -6.30118 2.17119 1.41321 -0.14 0.12 0.10 -0.361
C -7.38458 3.05639 2.03995 0.36 -0.38 1.25 -0.591
O -7.99976 3.75242 0.99970 0.26 -0.33 -0.11 -0.507
H -4.16032 0.88705 0.72284 0.17 0.21 0.11 0.329
H -4.89969 -0.23380 1.85076 0.00 0.24 0.19 0.406
H -3.38769 0.61816 2.31059 0.04 0.07 0.03 0.566
H -6.38911 0.59051 3.58377 0.23 -0.13 0.07 0.389
H -6.19078 2.23264 4.21625 0.13 -0.01 -0.04 0.429
H -4.80779 1.11703 4.34306 -0.12 -0.18 0.01 0.378
H -3.34788 2.88139 3.01239 -0.15 -0.49 -0.02 0.393
H -4.75677 3.87235 3.01722 -0.26 -0.11 -0.52 0.429
H -3.96075 3.36119 1.44881 -0.25 0.15 -0.01 0.383
H -6.73157 1.23758 1.05632 0.09 -0.11 0.07 0.471
H -5.89203 2.71984 0.56507 0.15 -0.13 0.02 0.240
H -6.91482 3.71037 2.79248 -0.04 0.29 -0.36 0.246
H -8.03657 2.41308 2.66251 -0.27 0.26 -0.60 0.377
H -8.72242 4.30226 1.31701 -0.10 -0.02 0.13 0.366
C 4.51513 2.35364 4.29727 -0.39 -0.20 0.04 -0.767
N 3.47037 3.23661 3.65376 0.38 -0.12 0.18 -0.026
C 2.10523 2.94768 4.23954 0.88 0.26 -0.45 -0.667
C 3.88218 4.66890 3.93185 -0.17 -0.36 0.01 -0.857
C 3.53841 2.95452 2.17669 -0.18 0.19 -0.06 -0.105
C 2.57111 3.71452 1.27825 -0.03 0.19 0.10 -0.380
O 2.67444 5.13159 1.39869 0.22 -0.44 0.33 -0.535
H 4.41282 2.38480 5.38067 0.02 0.27 -0.03 0.390
H 5.47494 2.76388 3.98676 0.06 -0.39 0.08 0.414
H 4.34732 1.31170 4.00194 0.20 0.27 -0.13 0.270
H 2.19161 3.12944 5.31245 -0.33 0.17 -0.21 0.426
H 1.85537 1.90646 4.06456 0.07 -0.15 -0.06 0.099
H 1.42158 3.60410 3.70348 -0.19 0.00 0.48 0.410
H 3.05340 5.32489 3.69549 0.00 0.06 0.17 0.381
H 4.71738 4.92147 3.28206 0.00 -0.08 0.07 0.340
H 4.19650 4.71136 4.97209 -0.18 0.18 0.00 0.398
H 3.34554 1.88381 2.04928 -0.03 0.12 0.03 -0.162
H 4.56313 3.16900 1.87703 0.06 0.00 0.08 0.462
H 1.54697 3.39299 1.50612 0.10 0.00 -0.33 0.081
H 2.85923 3.40225 0.26978 -0.38 -0.13 0.01 0.423
H 2.55012 5.55770 0.54756 -0.04 -0.06 -0.07 0.340
C 3.26601 -1.14782 3.28768 -0.10 0.35 0.30 -0.452
C 3.63649 -1.79820 4.70709 -1.94 0.78 -0.37 0.412
O 4.77270 -2.20481 4.72762 1.83 -0.70 0.26 -0.671
O 2.71444 -1.82165 5.56127 -0.10 0.14 -0.59 -0.733
H 4.20435 -0.79771 2.83562 -0.15 -0.20 -0.13 0.214
H 2.56685 -0.30035 3.35320 -0.06 -0.16 0.08 -0.290
H 2.79337 -1.92135 2.67099 0.12 0.05 -0.09 0.526
```
Positions in Å, forces in eV/Å.

=====

[2]
Density functional theory data (ωB97M-V/def2-TZVPD) for a 8-piece molecular cluster, C29H81N7O8 overall in a non-equilibrium geometry.

Its SMILES is COC[C@H](C)N.COC[C@H](C)N.COC[C@H](C)N.COC[C@H](C)N.COC[C@H](C)N.COC[C@H](C)N.COC[C@H](C)N.CO.

```
125
Properties=species:S:1:pos:R:3:forces:R:3:mulliken_charge:R:1
C -12.05581 7.83008 -3.62986 -1.76 -0.25 0.01 -0.761
O -13.28680 7.63776 -4.39314 0.64 1.08 -0.83 -0.332
C -13.41743 8.63488 -5.47219 2.32 -0.06 1.66 -0.730
C -14.43957 8.27618 -6.45273 -1.22 -0.97 -1.31 0.285
C -14.49413 9.23883 -7.61689 0.67 0.44 -0.52 -1.268
N -15.76170 8.29327 -5.85090 -0.51 -0.46 1.34 0.141
H -12.12456 7.14079 -2.78828 -0.08 0.03 -0.02 0.270
H -12.08577 8.84573 -3.23532 0.49 0.11 -0.04 0.297
H -11.13928 7.57828 -4.16339 -0.11 0.30 -0.41 0.293
H -13.63085 9.64634 -5.12648 -0.54 0.13 0.87 0.082
H -12.41513 8.81405 -5.86130 0.19 -0.53 -0.67 0.580
H -14.35135 7.22394 -6.72313 0.76 0.05 -0.70 0.422
H -13.61235 9.18708 -8.25555 0.23 0.15 0.11 0.397
H -14.58962 10.23962 -7.19570 0.21 0.22 -0.05 0.124
H -15.34578 9.15964 -8.29256 -0.15 -0.52 0.33 0.357
H -15.85853 7.35146 -5.49916 -0.71 -0.46 -0.07 0.249
H -15.63167 8.73543 -4.95219 -0.41 0.88 0.34 -0.230
C -15.65879 10.44360 -1.59625 -0.31 -0.12 0.13 -0.867
O -15.58289 11.09713 -2.83356 -0.11 1.05 0.38 0.059
C -15.18757 12.49354 -2.74213 -1.42 -1.49 -2.25 -1.114
C -15.89424 13.09950 -3.99782 0.62 0.54 -0.34 2.110
C -15.50543 12.61820 -5.35774 0.81 -1.58 -0.56 -1.488
N -15.59767 14.48291 -4.03727 0.07 2.40 0.88 -0.678
H -14.64731 10.29011 -1.22017 -0.07 -0.20 0.45 0.295
H -16.20237 9.50589 -1.71173 0.41 -0.24 -0.27 0.216
H -16.29489 10.99248 -0.90184 0.25 0.36 0.33 0.237
H -15.52134 13.06012 -1.87282 -0.40 -0.46 0.38 0.478
H -14.09874 12.54099 -2.75965 0.16 0.23 -0.36 0.396
H -16.98082 13.01826 -4.02675 -0.15 -0.64 1.14 -0.854
H -16.15630 13.01070 -6.13903 -0.28 -0.01 0.17 0.562
H -15.51615 11.52894 -5.39635 -0.09 -0.10 -0.26 -0.322
H -14.50669 12.96709 -5.62021 0.28 -0.17 0.10 0.457
H -15.04468 14.78217 -3.24686 0.03 0.36 -0.25 0.215
H -15.22584 14.82492 -4.91184 0.13 -0.04 0.29 0.214
C -18.87792 4.95659 -5.15780 1.07 0.74 -0.89 -0.837
O -18.72995 6.04441 -6.07236 0.32 1.47 -0.70 0.334
C -18.13844 5.69132 -7.33059 -0.23 -1.72 -0.24 -0.918
C -18.47092 6.57275 -8.52443 -2.24 0.12 0.53 0.037
C -18.12495 5.98816 -9.90523 0.82 -0.64 0.98 -1.504
N -17.91339 7.87626 -8.37421 0.76 1.12 -0.36 -0.337
H -19.77087 4.38772 -5.41689 0.05 -0.24 0.25 0.203
H -18.89355 5.38249 -4.15457 -0.29 -0.12 -0.08 -0.048
H -17.94502 4.40834 -5.28904 -0.24 -0.77 0.47 0.523
H -17.05005 5.63711 -7.35455 0.48 -0.03 0.90 0.291
H -18.49842 4.67467 -7.48847 0.06 -0.28 -0.56 0.617
H -19.55129 6.69819 -8.45265 -0.29 0.06 -0.32 0.584
H -17.12374 6.35938 -10.12403 -0.03 0.02 -0.47 0.325
H -18.81364 6.17953 -10.72815 0.00 0.47 0.33 0.314
H -18.03173 4.90460 -9.83238 -0.05 -0.17 -0.04 0.370
H -16.93030 7.78273 -8.16233 0.30 0.11 -0.02 0.052
H -18.28202 8.40425 -7.59611 -0.35 -0.11 0.15 0.023
C -23.51617 5.56489 -1.15644 0.21 0.88 -0.62 -0.520
O -22.16913 5.21371 -1.18968 0.55 -0.40 0.72 -0.342
C -21.34160 6.32793 -1.36003 0.94 -0.63 -1.02 -0.196
C -19.87328 5.86271 -1.29004 -2.49 -2.49 0.82 0.781
C -19.63209 4.96545 -0.09114 0.89 1.05 1.06 -1.742
N -19.04618 7.01200 -1.26143 0.65 0.09 -0.41 -0.568
H -23.76534 6.20766 -0.31213 0.01 -0.11 0.48 0.303
H -24.13568 4.66808 -1.15083 0.04 0.18 -0.21 0.215
H -23.58839 6.20783 -2.03365 -1.26 -0.20 -0.39 0.076
H -21.34607 6.74192 -2.36834 -0.90 -0.04 -0.60 -0.025
H -21.60842 7.20126 -0.76489 0.07 -0.15 0.96 0.501
H -19.82301 5.15606 -2.11843 0.76 0.60 -0.75 -0.057
H -18.55093 4.99495 0.04422 0.17 -0.43 0.08 0.468
H -19.98791 3.93614 -0.04630 -0.24 0.31 -0.47 0.269
H -20.01295 5.52795 0.76130 -0.19 -0.28 0.46 0.334
H -19.25292 7.45882 -2.14330 0.21 0.63 -0.10 0.271
H -19.54922 7.54615 -0.56736 0.56 0.89 0.29 0.359
C -19.18299 13.48183 1.30711 -1.82 1.01 -0.09 -0.719
O -20.42858 13.05335 0.74321 0.65 -0.46 -3.06 -0.359
C -20.47745 13.16548 -0.73511 -0.08 0.69 0.43 -1.002
C -19.52244 12.34464 -1.59287 0.93 -1.26 1.96 0.920
C -19.59889 12.54763 -3.08089 -0.89 0.32 -0.19 -0.590
N -19.75647 10.95749 -1.13634 0.32 0.44 -0.35 -0.484
H -18.88161 14.41279 0.82691 0.30 0.11 -0.24 0.336
H -18.35023 12.77863 1.29605 -0.32 -0.29 0.21 0.199
H -19.61894 13.79436 2.25599 1.25 -0.31 0.70 0.302
H -21.49805 12.92863 -1.03573 -0.18 -0.21 0.29 0.386
H -20.32326 14.19560 -1.05634 -0.01 0.50 0.44 0.505
H -18.50525 12.59340 -1.29030 0.28 0.13 0.20 -0.090
H -20.61258 12.26007 -3.35989 -0.07 -0.02 -0.53 0.388
H -18.87637 11.95222 -3.63906 -0.09 -0.22 0.28 -0.770
H -19.42882 13.57933 -3.38874 -0.07 0.18 0.13 0.562
H -19.28994 10.28997 -1.73372 -0.10 -0.17 -0.17 0.053
H -20.75362 10.81378 -1.20795 -0.15 -0.48 -0.02 0.346
C -22.37053 13.91877 -7.36748 1.30 -3.64 0.52 -0.726
O -21.07141 13.45522 -7.93716 0.15 1.58 -0.49 -0.408
C -20.93002 12.08471 -8.39872 -0.99 2.21 0.03 -0.919
C -20.37676 11.18523 -7.38038 -0.14 0.50 2.60 0.774
C -18.95979 11.48912 -6.93365 0.35 0.98 -0.02 -1.201
N -20.49293 9.87946 -7.86103 0.38 -2.02 -0.72 -0.409
H -22.42007 14.74390 -6.65699 0.95 1.00 -1.25 0.332
H -22.46296 13.16026 -6.59017 -1.13 -0.60 -0.01 0.215
H -23.16855 13.81278 -8.10234 0.02 0.48 0.12 0.309
H -21.88483 11.72392 -8.78115 -0.26 -0.13 0.17 0.453
H -20.22571 11.97135 -9.22286 0.05 1.03 -0.49 0.446
H -20.98282 11.28352 -6.47976 -0.29 -0.10 0.29 -0.091
H -18.46434 10.76132 -6.29105 -0.47 -0.36 -0.17 -0.210
H -18.99659 12.41290 -6.35626 0.13 0.20 -0.06 0.441
H -18.28981 11.67538 -7.77301 0.03 -0.06 -0.24 0.420
H -21.44889 9.64584 -8.08831 -0.21 -0.10 -0.05 0.299
H -19.99368 9.87962 -8.73902 0.30 -0.71 -0.36 0.325
C -24.41346 4.35087 -4.43157 0.83 0.20 -0.14 -0.845
O -23.29597 5.23408 -4.38850 -0.55 -0.30 -0.84 -0.051
C -22.83307 5.61470 -5.69531 1.11 0.51 1.91 -1.104
C -22.09658 6.99033 -5.42816 -0.72 -0.63 0.26 1.529
C -23.10218 8.07427 -5.03863 0.46 -0.81 -0.42 -1.626
N -21.35254 7.39367 -6.54608 0.62 1.45 -2.25 -0.302
H -25.26965 4.81735 -4.91885 -0.30 0.30 0.37 0.365
H -24.57492 4.05341 -3.39545 -0.39 -0.03 -0.25 0.101
H -24.20480 3.48101 -5.05440 0.26 -0.37 0.13 0.342
H -22.15721 4.84867 -6.07545 0.57 -0.05 0.12 0.274
H -23.62638 5.58059 -6.44204 -0.38 0.95 0.06 0.482
H -21.39520 7.00948 -4.59402 -0.34 -1.52 0.69 -0.486
H -23.83024 8.14484 -5.84674 -0.49 0.04 0.39 0.466
H -22.60202 9.04055 -4.97340 0.07 0.09 0.24 0.262
H -23.44755 7.74273 -4.05939 -0.73 0.49 -0.19 0.190
H -21.16570 8.38401 -6.47964 -0.34 0.35 -0.38 -0.171
H -20.39751 7.07625 -6.63134 -0.08 -1.01 0.42 0.185
C -18.51751 8.95936 -4.09574 0.17 -0.91 0.36 0.467
O -19.83808 8.60572 -3.61662 0.69 0.92 -0.17 0.279
H -18.28776 8.27363 -4.91127 0.28 0.37 -0.23 -0.015
H -18.31759 10.00459 -4.33161 -0.70 0.06 -0.31 -0.459
H -17.80182 8.76444 -3.29706 -0.14 -0.33 0.22 0.143
H -20.39019 8.52108 -4.39739 -0.10 0.05 -0.08 -0.302
```
Positions in Å, forces in eV/Å.

=====

Number 1: electronic energy -77373.3088 eV. Number 2: electronic energy -58189.0880 eV.